No. 1
This record from OMol25 describes C4H3NO2 in the gas phase at a distorted geometry. The level of theory is ωB97M-V with the def2-TZVPD basis set.

energy	-9777.938	eV
LUMO energy	-0.0351	Eh
relative energy (zero: lowest compared OMol25 entry of this formula, charge and spin)	86.5	kcal per mole
structure (SMILES)	O=c1cccno1
HOMO energy	-10.30	eV
HOMO-LUMO gap	0.343	Eh
strongest force on any atom	7.6	eV/A

Each line ends with the Löwdin charge.
Geometry (Å):
1 O -0.28065 1.91962 1.30336  0.07
2 C -0.25130 0.93912 0.51731  -0.28
3 C -1.22507 0.11288 -0.21537  -0.03
4 C -1.02438 -1.07423 -0.70410  -0.09
5 C 0.31171 -1.43809 -0.87964  -0.19
6 N 1.35624 -0.83676 -0.45916  0.08
7 O 1.20014 0.36821 0.32205  -0.04
8 H -2.33255 0.52208 0.14673  0.19
9 H -1.90655 -1.64058 -1.00947  0.13
10 H 0.52369 -2.56494 -1.23563  0.16

---

No. 2
This record from OMol25 describes C9H11F3 in the gas phase at a distorted geometry. The level of theory is ωB97M-V with the def2-TZVPD basis set.

energy	-17658.845	eV
LUMO energy	0.0339	Eh
relative energy (zero: lowest compared OMol25 entry of this formula, charge and spin)	11.6	kcal per mole
structure (SMILES)	C[C@@H]1C2(C=C2)[C@]1(C)C(F)(F)CF
HOMO energy	-9.04	eV
HOMO-LUMO gap	0.366	Eh
strongest force on any atom	4.3	eV/A

Each line ends with the Löwdin charge.
Geometry (Å):
1 C 0.34188 0.86594 -1.83981  -0.05
2 C 0.80529 0.30159 -0.40744  -0.17
3 C 0.96244 -1.11069 -0.23471  -0.33
4 C 1.32754 -2.30031 -0.97494  0.06
5 C 2.01962 -2.10051 0.10894  0.09
6 C -0.25097 -0.47577 0.43786  -0.30
7 C -0.24806 -0.09923 1.90711  -0.04
8 C -1.69580 -0.76322 0.07376  -0.42
9 F -1.88748 -1.23420 -1.18982  0.08
10 F -2.26635 -1.79456 0.79475  0.06
11 C -2.73778 0.45177 0.27739  -0.14
12 F -3.75075 0.25926 -0.54628  0.00
13 H 1.03011 0.60633 -2.71271  0.08
14 H 0.34374 2.01587 -1.82644  0.08
15 H -0.61576 0.38992 -2.22835  0.08
16 H 1.32694 1.13869 0.10381  0.14
17 H 1.17093 -2.77610 -1.96809  0.13
18 H 2.61163 -2.50644 0.86292  0.08
19 H -0.62448 -1.01480 2.55528  0.13
20 H -0.89789 0.88712 2.09986  0.12
21 H 0.77983 0.29714 2.08092  0.08
22 H -3.19337 0.46283 1.25494  0.12
23 H -2.42223 1.44432 0.03532  0.12